No. 1
{"formula": "C13H18Br18F3NO3", "method": "wB97M-V/def2-TZVPD", "species": ["Br", "Br", "Br", "Br", "Br", "Br", "Br", "Br", "Br", "Br", "Br", "Br", "Br", "Br", "Br", "Br", "Br", "Br", "F", "F", "F", "O", "O", "O", "N", "C", "C", "C", "C", "C", "C", "C", "C", "C", "C", "C", "C", "C", "H", "H", "H", "H", "H", "H", "H", "H", "H", "H", "H", "H", "H", "H", "H", "H", "H", "H"], "xyz": [[4.4849, -2.0451, -1.0141], [-3.9775, 0.4144, 4.1562], [1.7825, -3.5216, -0.1397], [0.0633, 4.2267, 7.6720], [-0.5812, 5.2714, -0.4725], [1.4815, 2.1643, 5.7366], [5.2260, 5.1716, -1.8437], [-1.4914, 5.0144, -3.4624], [-4.7263, 3.3731, 3.3001], [0.1936, -2.2051, -4.1189], [2.5235, -0.1166, -3.5828], [-3.7736, 1.2487, 1.1307], [-1.3883, 1.5249, 6.9310], [6.3781, 2.3012, -1.1772], [3.5605, 3.1689, -0.0460], [1.0223, 3.3991, -2.4427], [2.7902, -2.3223, -5.8244], [3.4132, -1.7271, 1.9175], [-0.7153, -5.3573, -0.4966], [-1.7357, -6.6409, -1.9442], [-0.3204, -5.1217, -2.6318], [-1.0160, 1.5472, -0.3312], [-3.5698, -4.7250, -1.9761], [-1.9771, -3.1751, -1.5642], [0.8242, 1.1290, 0.9229], [-2.4369, -4.3886, -1.7995], [2.0832, -1.9273, -4.0880], [3.5302, -2.9023, 0.4300], [-0.6922, 4.0895, -1.9810], [-3.7263, -1.8607, -0.4802], [-1.2816, -5.4017, -1.7285], [0.3045, 2.3706, 7.2347], [-0.0256, 0.8606, -0.0991], [4.7866, 3.3406, -1.4937], [-3.6233, 1.8548, 2.9245], [0.2725, -0.3780, -0.9039], [0.6279, 2.2409, 1.8111], [-2.8921, -2.0673, -1.7306], [-3.0302, -1.8239, 0.3559], [1.6244, 0.5382, 1.0696], [-0.4201, 2.5278, 1.7944], [-1.3095, 3.2549, -1.6791], [-2.2541, -1.2006, -1.8801], [-4.1820, -0.8744, -0.5603], [-3.5202, -2.2444, -2.6019], [4.0567, -3.8213, 0.6317], [1.2084, 3.1168, 1.5071], [0.9320, 1.9439, 2.8132], [2.5146, -2.5729, -3.3368], [-0.1903, -0.2140, -1.8720], [1.3394, -0.5610, -1.0053], [0.7640, 1.8783, 8.0766], [4.3327, 2.9381, -2.3866], [-2.6064, 2.1648, 3.1102], [-4.4868, -2.6319, -0.4149], [-0.1708, -1.2465, -0.4162]], "homo_lumo_gap_ev": 9.47, "multiplicity": 1, "e_homo_ev": -9.862}

=====

No. 2
{"formula": "C13H18BrHgN3O2Se2", "method": "wB97M-V/def2-TZVPD", "species": ["Hg", "Br", "Se", "Se", "O", "O", "N", "N", "N", "C", "C", "C", "C", "C", "C", "C", "C", "C", "C", "C", "C", "C", "H", "H", "H", "H", "H", "H", "H", "H", "H", "H", "H", "H", "H", "H", "H", "H", "H", "H"], "xyz": [[-0.5681, -0.7475, -0.6541], [-1.5788, 1.3865, -3.9296], [-1.4421, -3.3502, -0.5263], [-0.5516, -0.1706, 2.0647], [-0.2520, -4.9155, 2.1136], [-3.3846, -1.2490, 3.2779], [-0.4876, 2.3168, -1.5758], [2.5507, 0.7441, -1.6091], [2.2842, -0.2763, -0.7889], [-1.7134, -2.8989, 2.4011], [-0.4352, 3.0663, -0.4683], [-2.6628, -2.4438, 3.5243], [-2.4441, -2.7637, 1.0611], [-1.3634, 4.0496, -0.1851], [-2.3947, 4.2565, -1.0913], [3.8489, 0.8006, -1.9709], [-0.4027, -2.1029, 2.3776], [-2.4668, 3.4788, -2.2298], [4.4728, -0.2529, -1.3437], [-1.3932, -4.3632, 2.7508], [3.4404, -0.8937, -0.6212], [-1.4764, 2.5186, -2.4077], [0.3699, 2.8357, 0.2207], [-2.2864, -4.9667, 2.5351], [-0.3443, -4.7029, 1.1660], [-3.4169, -3.2225, 3.6828], [-3.1493, 5.0098, -0.9014], [3.4830, -1.7689, 0.0088], [-1.2862, 4.6225, 0.7285], [-1.2007, -4.4372, 3.8262], [0.1549, -2.2745, 3.3004], [-2.0767, -2.3642, 4.4512], [0.2042, -2.4919, 1.5660], [-3.4069, -3.2776, 1.0910], [4.2164, 1.5676, -2.6329], [-3.2615, 3.5892, -2.9524], [-2.7239, -0.5946, 2.9793], [5.5137, -0.5222, -1.4060], [1.7796, 1.3385, -1.8785], [-2.6591, -1.7090, 0.9181]], "homo_lumo_gap_ev": [4.98, 6.23], "multiplicity": 2, "total_charge": -1, "e_homo_ev": [-2.507, -3.859]}

=====

No. 3
{"formula": "C13H18Cl2N2O2", "method": "wB97M-V/def2-TZVPD", "species": ["Cl", "Cl", "O", "O", "N", "N", "C", "C", "C", "C", "C", "C", "C", "C", "C", "C", "C", "C", "C", "H", "H", "H", "H", "H", "H", "H", "H", "H", "H", "H", "H", "H", "H", "H", "H", "H", "H"], "xyz": [[-2.3574, 1.3597, 0.3563], [3.2497, 3.4513, -1.7368], [-1.7833, 3.8438, -1.1580], [2.4302, 0.6695, -1.3467], [0.6371, 0.1500, 0.7079], [-0.3356, -1.8714, -1.1035], [-0.0941, 0.3756, 3.0308], [0.5675, 3.6996, -1.2607], [-0.7604, -2.0275, 0.2695], [-0.8774, 1.8240, -0.3910], [-0.7843, 3.1875, -0.9151], [0.0813, -1.2017, 1.2376], [0.5687, 1.1408, 1.8816], [-0.6568, -0.9453, 2.5198], [0.7357, -2.7678, -1.5645], [0.1778, 0.8840, -0.6040], [1.6562, 2.8978, -1.2713], [-1.4604, -1.7794, -2.0342], [1.5270, 1.4579, -1.0681], [0.3889, -3.8106, -1.6621], [1.6343, -0.0657, 0.5064], [-2.0997, -0.9180, -1.7744], [-0.9168, 0.9849, 3.3853], [-0.6401, -3.0781, 0.5725], [-1.7400, -0.9454, 2.3443], [1.5753, 1.5663, 2.0706], [-2.0797, -2.6941, -1.9738], [0.6439, 4.7114, -1.6315], [1.0631, -2.4277, -2.5621], [-1.8330, -1.7800, 0.3488], [1.0009, -1.8170, 1.3943], [1.6085, -2.7513, -0.9040], [0.6238, 0.1935, 3.8369], [-1.0634, -1.6458, -3.0501], [-0.0587, 0.0128, -1.2365], [-0.1676, 1.8924, 1.5766], [-0.4609, -1.7760, 3.2093]], "smiles": "CN(C)C[C@@H]1CCC[N@@H+]1[C@@H]1C(=O)C(Cl)=CC([O-])=C1Cl", "homo_lumo_gap_ev": 6.15, "multiplicity": 1, "e_homo_ev": -6.678}